Entry 1:
Here is a molecular structure, C35H48N4OPPtS2Se from the Open Molecules 2025 dataset. Energies are from wB97M-V/def2-TZVPD.

Geometry as XYZ:
```
93
Properties=species:S:1:pos:R:3:forces:R:3:lowdin_charge:R:1
Pt 1.034 -0.846 -0.441 0.238 -0.142 -0.229 0.516
C -3.698 -1.236 2.895 0.036 -0.059 0.097 -0.033
C -4.371 0.026 2.425 0.008 -0.060 0.017 -0.270
C -5.541 0.405 3.079 -0.042 0.052 -0.016 -0.043
C -6.287 1.500 2.675 0.012 -0.002 0.005 -0.067
C -5.868 2.253 1.590 0.017 0.007 -0.002 -0.077
C -4.696 1.903 0.943 0.003 0.050 -0.005 -0.116
C -3.931 0.804 1.342 -0.073 -0.060 -0.002 -0.355
P -2.414 0.592 0.343 -0.093 0.019 -0.201 1.146
C -1.100 0.260 1.567 -0.033 -0.167 -0.088 -0.346
C -0.368 -0.938 1.558 -0.059 -0.029 0.208 -0.240
C 0.664 -1.149 2.486 0.044 0.044 -0.117 -0.113
C 0.992 -0.151 3.382 -0.026 -0.005 -0.041 -0.062
C 0.253 1.030 3.393 0.017 -0.038 0.025 -0.038
C -0.799 1.250 2.515 0.023 -0.006 0.113 -0.313
C -1.624 2.499 2.653 0.013 0.105 -0.007 -0.074
C -2.644 -1.026 -0.490 -0.013 0.072 0.142 -0.311
C -3.798 -1.782 -0.318 -0.133 0.047 -0.065 -0.081
C -4.040 -2.913 -1.087 0.095 0.029 -0.024 -0.069
C -3.110 -3.311 -2.036 0.005 0.011 0.058 -0.085
C -1.945 -2.577 -2.200 -0.069 -0.141 -0.013 -0.049
C -1.702 -1.429 -1.451 0.356 0.104 -0.032 -0.293
C -0.476 -0.633 -1.745 -0.043 0.107 -0.125 -0.269
H -3.859 -1.371 3.964 -0.002 0.000 0.025 0.087
H -2.629 -1.254 2.712 0.018 0.041 -0.025 0.058
H -4.128 -2.107 2.392 0.016 0.020 0.058 0.081
H -5.877 -0.183 3.923 -0.018 -0.030 0.041 0.115
H -7.192 1.761 3.205 -0.029 0.008 0.017 0.108
H -6.440 3.108 1.257 -0.016 0.014 -0.002 0.106
H -4.350 2.502 0.109 0.003 -0.009 -0.012 0.094
H -0.761 -1.791 1.013 0.103 -0.003 -0.070 0.075
H 1.193 -2.094 2.478 -0.021 -0.003 0.030 0.074
H 1.790 -0.299 4.095 0.041 0.012 0.035 0.109
H 0.483 1.796 4.124 0.029 0.011 0.043 0.118
H -1.043 3.284 3.138 0.000 0.037 0.032 0.077
H -2.517 2.324 3.256 0.029 -0.052 0.008 0.094
H -1.964 2.871 1.686 0.018 0.007 -0.022 0.047
H -4.546 -1.458 0.394 0.005 -0.019 -0.109 0.093
H -4.962 -3.463 -0.955 -0.038 -0.043 -0.003 0.109
H -3.294 -4.176 -2.658 -0.010 -0.030 -0.006 0.105
H -1.219 -2.877 -2.947 0.024 -0.007 -0.018 0.115
H -0.646 0.448 -1.699 -0.088 0.001 -0.082 0.044
H -0.068 -0.902 -2.721 -0.097 0.080 0.004 0.039
C 4.190 3.141 -1.968 -0.131 0.067 0.048 -0.046
N 3.759 1.874 -2.539 -0.027 0.011 -0.174 -0.191
C 3.100 1.979 -3.835 -0.015 0.003 0.002 -0.068
C 3.637 0.770 -1.803 0.153 0.036 0.187 -0.701
S 2.623 -0.521 -2.309 -0.295 -0.050 0.214 0.690
N 4.414 0.686 -0.694 -0.022 -0.135 -0.051 -0.199
C 5.812 1.110 -0.739 0.112 0.026 -0.018 -0.039
C 4.161 -0.340 0.302 0.017 -0.028 -0.151 -0.080
H 3.443 3.893 -2.231 0.035 0.002 0.023 0.087
H 5.157 3.464 -2.358 -0.010 0.006 0.000 0.100
H 4.237 3.057 -0.884 -0.027 0.053 -0.080 0.082
H 3.558 2.806 -4.373 -0.015 0.015 -0.041 0.095
H 2.032 2.165 -3.701 -0.004 0.007 -0.018 0.096
H 3.228 1.063 -4.405 -0.005 0.047 0.014 0.066
H 6.033 1.618 -1.674 0.026 -0.112 0.105 0.083
H 6.451 0.225 -0.676 -0.010 0.025 0.023 0.103
H 6.049 1.773 0.094 0.017 0.003 -0.014 0.099
H 3.091 -0.394 0.488 -0.093 0.011 0.204 0.015
H 4.645 -0.042 1.232 0.030 -0.013 0.014 0.102
H 4.524 -1.324 -0.011 -0.040 0.054 0.005 0.093
C -1.098 -4.817 0.674 0.098 -0.045 -0.071 -0.007
N -0.461 -5.115 -0.599 -0.089 0.034 0.103 -0.113
C -0.988 -5.937 -1.569 0.071 -0.018 -0.143 -0.050
C -0.141 -5.904 -2.621 -0.140 -0.016 0.124 -0.035
N 0.889 -5.054 -2.280 0.007 0.029 -0.011 -0.125
C 2.040 -4.747 -3.114 -0.036 0.009 0.018 -0.024
C 0.693 -4.575 -1.035 0.275 0.174 0.089 -0.689
Se 1.877 -3.476 -0.120 -0.071 -0.410 0.104 0.669
H -1.525 -5.733 1.077 -0.015 0.031 0.013 0.102
H -1.881 -4.072 0.526 -0.027 0.039 0.028 0.082
H -0.335 -4.435 1.350 -0.052 -0.009 -0.006 0.058
H -1.910 -6.465 -1.423 -0.060 -0.047 -0.009 0.130
H -0.173 -6.406 -3.568 -0.020 -0.049 -0.068 0.126
H 1.826 -5.110 -4.116 0.070 0.018 -0.006 0.095
H 2.932 -5.230 -2.718 -0.024 0.015 -0.025 0.098
H 2.201 -3.670 -3.127 0.010 -0.025 -0.005 0.064
O 1.398 1.964 -0.543 0.022 0.407 0.112 -0.572
S 0.660 2.995 0.272 -0.095 -0.380 -0.187 0.941
C 0.541 4.492 -0.739 0.021 0.088 -0.045 -0.303
C 0.985 5.652 0.138 -0.005 0.049 -0.019 -0.224
C 2.214 5.146 0.894 0.037 0.022 0.007 -0.219
C 1.850 3.758 1.417 0.119 -0.004 0.002 -0.294
H -0.473 4.568 -1.124 -0.024 0.041 -0.013 0.093
H 1.228 4.315 -1.568 0.002 0.014 -0.022 0.082
H 0.192 5.923 0.838 -0.009 -0.025 0.042 0.117
H 1.196 6.539 -0.458 0.028 0.000 -0.004 0.118
H 2.501 5.811 1.707 0.007 0.011 -0.008 0.117
H 3.065 5.079 0.213 -0.038 -0.002 -0.013 0.102
H 1.376 3.795 2.397 -0.043 0.030 0.029 0.079
H 2.677 3.049 1.462 0.036 0.020 0.045 0.091
```
Forces are in eV/Å.

Properties
Relative energy (zero: lowest compared OMol25 entry of this formula, charge and spin), eV: 3.236
E_LUMO (spin up / spin down), eV: -3.03 / -3.00
Multiplicity: 1
Charge: +1
E_tot, hartree: -5314.9921


Entry 2:
Here is C18H20N2O6S in the gas phase from the Open Molecules 2025 dataset. Energies are from wB97M-V/def2-TZVPD.

Geometry as XYZ:
```
47
Properties=species:S:1:pos:R:3:forces:R:3:lowdin_charge:R:1
C -0.129 -3.387 -0.876 -0.186 0.088 -0.193 0.007
C 0.314 -1.967 -1.080 0.172 -0.370 0.152 -0.404
O -0.346 -1.196 -1.764 -0.058 0.037 -0.229 0.023
C 1.529 -1.517 -0.416 0.459 0.215 0.165 -0.093
C 2.067 -1.959 0.798 -0.101 -0.109 -0.283 -0.219
C 1.639 -3.033 1.723 -0.090 -0.038 0.046 -0.004
N 3.066 -1.126 1.121 -0.003 0.101 0.165 0.164
C 3.181 -0.111 0.197 -0.305 -0.517 -0.562 -0.140
C 4.030 1.022 0.506 -0.084 0.406 -0.089 -0.305
O 5.045 0.945 1.168 -0.093 0.032 0.006 0.102
C 3.436 2.371 0.089 0.357 0.216 -0.058 -0.050
O 2.058 2.318 0.454 0.237 -0.065 0.415 0.017
C 1.153 2.885 -0.329 -0.488 0.212 -0.258 -0.495
O 1.400 3.617 -1.252 0.000 0.028 0.071 0.121
C -0.252 2.440 0.077 -0.009 0.415 0.027 -0.103
N -0.313 1.003 0.118 -0.544 -0.456 0.699 -0.095
S -1.278 0.284 1.250 0.297 -0.011 -0.183 0.673
O -1.172 1.047 2.459 -0.216 0.244 -0.156 -0.279
O -0.919 -1.108 1.293 -0.288 0.124 -0.290 -0.271
C -2.939 0.428 0.601 0.487 -0.001 0.334 -0.267
C -3.867 1.199 1.270 0.025 0.110 0.175 -0.056
C -5.144 1.324 0.747 -0.011 -0.023 -0.035 -0.069
C -5.470 0.679 -0.435 -0.053 0.044 0.040 -0.076
C -4.526 -0.090 -1.100 0.111 -0.014 0.017 -0.062
C -3.248 -0.218 -0.581 -0.070 -0.134 -0.169 -0.051
C 2.249 -0.353 -0.802 0.530 -0.185 0.427 -0.149
C 2.145 0.326 -2.123 -0.056 0.144 0.005 -0.002
H 0.713 -4.073 -0.881 0.068 -0.080 0.044 0.086
H -0.628 -3.435 0.089 -0.044 -0.083 0.121 0.084
H -0.842 -3.662 -1.650 -0.014 0.017 -0.006 0.091
H 2.253 -3.021 2.621 0.003 -0.057 0.073 0.085
H 1.711 -4.017 1.263 0.014 -0.061 0.018 0.083
H 0.601 -2.853 2.002 -0.007 -0.088 0.106 0.074
H 3.604 -1.146 1.974 -0.069 -0.047 -0.040 0.173
H 3.937 3.173 0.641 -0.062 -0.163 -0.103 0.145
H 3.532 2.560 -0.985 0.004 -0.055 0.105 0.134
H -0.975 2.892 -0.614 0.190 -0.037 0.115 0.139
H -0.451 2.776 1.099 0.070 0.232 -0.156 0.128
H -0.311 0.507 -0.767 -0.010 -0.252 -0.156 0.082
H -3.574 1.682 2.189 -0.045 0.090 0.113 0.111
H -5.882 1.921 1.261 -0.049 0.047 0.050 0.106
H -6.466 0.776 -0.843 -0.080 0.010 -0.033 0.105
H -4.785 -0.587 -2.022 -0.005 -0.050 -0.077 0.108
H -2.493 -0.805 -1.079 0.040 -0.120 -0.152 0.095
H 1.522 1.217 -2.081 -0.042 0.076 -0.163 0.072
H 1.693 -0.346 -2.848 0.039 0.060 -0.047 0.087
H 3.133 0.618 -2.478 -0.021 0.068 -0.055 0.095
```
Forces are in eV/Å.

Properties
Relative energy (zero: lowest compared OMol25 entry of this formula, charge and spin), eV: 1.233
E_LUMO, eV: 0.40
Multiplicity: 1
Charge: 0
E_tot, hartree: -1657.0722


Entry 3:
Here is a molecular structure, C38H32FeN5O3S from the Open Molecules 2025 dataset. Energies are from wB97M-V/def2-TZVPD.

Geometry as XYZ:
```
80
Properties=species:S:1:pos:R:3:forces:R:3:lowdin_charge:R:1
Fe 0.609 -0.029 0.932 0.325 0.070 0.082 0.831
O 4.122 1.977 -0.181 0.016 0.141 -0.045 -0.013
C 3.221 1.265 0.282 -0.039 -0.237 0.098 -0.522
N 2.012 1.545 0.739 0.177 0.297 -0.174 0.027
C 1.503 2.836 0.959 0.119 -0.277 0.098 -0.217
C 2.245 4.012 0.934 -0.099 0.072 0.015 -0.048
C 1.639 5.226 1.254 0.001 -0.097 0.015 -0.129
C 0.297 5.249 1.601 -0.020 0.007 -0.033 -0.132
C -0.461 4.080 1.634 0.028 -0.024 -0.066 -0.025
C 0.124 2.847 1.323 0.010 -0.040 -0.033 -0.203
N -0.473 1.590 1.362 -0.290 0.421 0.166 0.018
C -1.693 1.350 1.940 -0.057 0.116 -0.127 -0.487
O -2.508 2.205 2.305 0.038 -0.048 0.112 -0.003
C -1.970 -0.087 2.116 0.047 -0.253 -0.131 -0.196
C -2.780 -0.601 3.091 -0.165 -0.008 0.052 -0.061
C -2.668 -1.942 3.509 -0.021 0.145 -0.093 -0.133
C -1.487 -2.601 3.123 0.092 -0.067 0.053 -0.142
C -0.709 -2.117 2.114 0.035 0.265 0.181 -0.151
N -1.279 -1.075 1.270 0.354 -0.192 -0.097 -0.104
C 3.503 -0.240 0.392 0.217 0.308 -0.053 -0.181
C 4.658 -0.772 -0.168 -0.019 0.131 0.038 -0.005
C 4.926 -2.115 0.010 0.101 -0.096 -0.042 -0.066
C 4.051 -2.888 0.760 0.008 0.015 0.062 -0.076
C 2.917 -2.282 1.269 0.053 0.013 0.113 -0.141
N 2.646 -0.991 1.083 -0.493 -0.288 -0.115 0.074
H 3.287 3.962 0.657 0.019 -0.005 0.006 0.093
H 2.222 6.141 1.242 -0.014 -0.017 -0.006 0.086
H -0.180 6.190 1.864 0.025 -0.031 -0.010 0.088
H -1.501 4.099 1.916 -0.004 -0.002 0.015 0.089
H -3.411 0.104 3.625 0.026 -0.066 -0.025 0.110
H -3.286 -2.330 4.308 0.018 0.024 -0.012 0.065
H -1.130 -3.467 3.677 -0.052 0.051 -0.041 0.102
H 0.265 -2.518 1.846 -0.282 0.129 0.013 0.060
H 5.310 -0.099 -0.708 -0.003 -0.031 -0.004 0.113
H 5.816 -2.560 -0.421 -0.004 0.014 0.013 0.103
H 4.231 -3.938 0.946 0.013 0.002 -0.007 0.099
H 2.195 -2.844 1.850 0.088 -0.005 -0.052 0.098
N 0.920 -3.224 -0.671 0.053 -0.076 -0.154 0.136
C 0.156 -4.220 -0.076 -0.109 0.144 -0.050 -0.289
C 0.748 -5.398 0.375 -0.015 0.031 0.068 -0.051
C 0.001 -6.338 1.072 0.058 -0.046 -0.005 -0.112
C -1.347 -6.120 1.304 -0.079 0.018 0.016 -0.106
C -1.939 -4.951 0.837 -0.031 -0.044 -0.074 -0.041
C -1.207 -3.980 0.168 -0.027 -0.094 -0.191 -0.163
C -1.912 -2.794 -0.436 0.056 -0.063 0.065 -0.111
C -2.581 -3.065 -1.636 -0.006 -0.055 -0.019 -0.046
C -3.353 -2.126 -2.297 0.051 -0.010 0.108 -0.107
C -3.487 -0.870 -1.718 0.017 0.068 -0.004 -0.098
C -2.829 -0.568 -0.540 0.165 -0.040 -0.025 -0.014
C -2.000 -1.498 0.106 -0.270 -0.154 0.086 -0.137
H 1.804 -3.512 -1.058 -0.015 0.005 0.024 0.092
H 0.433 -2.554 -1.246 -0.105 0.163 0.007 0.068
H 1.804 -5.568 0.187 -0.032 0.016 -0.004 0.098
H 0.477 -7.245 1.428 -0.018 0.044 -0.026 0.093
H -1.937 -6.851 1.846 0.021 0.046 -0.028 0.092
H -2.991 -4.764 1.018 0.030 0.004 0.011 0.121
H -2.496 -4.071 -2.034 -0.004 0.028 -0.003 0.114
H -3.861 -2.378 -3.221 0.024 0.014 0.038 0.090
H -4.113 -0.113 -2.180 0.026 -0.049 0.014 0.099
H -2.959 0.411 -0.102 0.062 0.058 0.108 0.113
C -1.389 6.169 -1.658 -0.022 0.016 0.042 -0.045
C -0.750 4.824 -1.868 0.000 0.011 0.026 -0.264
C -1.523 3.662 -1.863 -0.050 -0.019 0.043 -0.022
C -0.935 2.417 -1.984 -0.025 0.131 0.047 -0.057
C 0.445 2.343 -2.105 -0.035 0.007 -0.070 -0.404
C 1.241 3.478 -2.095 -0.019 -0.029 -0.008 -0.072
C 0.631 4.719 -1.994 0.024 0.017 0.015 -0.038
S 1.248 0.776 -2.208 0.232 -0.239 0.325 0.978
C 0.617 0.235 -3.788 -0.142 0.004 -0.195 -0.229
O 0.543 -0.180 -1.264 -0.038 -0.177 -0.106 -0.552
H -2.448 6.150 -1.916 0.021 -0.002 -0.002 0.074
H -0.898 6.938 -2.255 -0.006 -0.013 0.013 0.076
H -1.305 6.458 -0.605 0.013 -0.047 -0.058 0.075
H -2.597 3.737 -1.721 0.064 -0.006 -0.021 0.118
H -1.524 1.511 -1.935 -0.043 -0.058 0.019 0.097
H 2.322 3.385 -2.113 -0.058 -0.004 0.000 0.115
H 1.243 5.613 -1.951 -0.038 -0.042 -0.010 0.118
H -0.464 0.109 -3.688 0.081 -0.003 -0.040 0.059
H 1.093 -0.718 -4.027 -0.056 0.064 0.033 0.052
H 0.858 0.984 -4.543 -0.001 -0.053 0.018 0.061
```
Forces are in eV/Å.

Properties
Relative energy (zero: lowest compared OMol25 entry of this formula, charge and spin), eV: 0.000
E_LUMO (spin up / spin down), eV: 2.15 / 2.14
Multiplicity: 5
Charge: -1
E_tot, hartree: -3628.7584


Entry 4:
Here is C3H4N2OS in the gas phase at a distorted geometry from the Open Molecules 2025 dataset. Energies are from wB97M-V/def2-TZVPD.

Geometry as XYZ:
```
11
Properties=species:S:1:pos:R:3:forces:R:3:lowdin_charge:R:1
H -2.738 -0.678 -0.569 -3.444 -3.170 0.531 -0.027
N -1.988 -0.124 -0.573 7.383 1.817 1.905 0.140
C -0.860 -0.621 -0.014 -8.821 -3.155 -3.058 -0.288
N 0.232 -0.009 -0.115 6.889 4.914 0.800 -0.136
C 0.092 1.388 0.028 -3.873 1.637 2.992 -0.335
O 0.930 2.156 -0.182 2.254 1.928 -1.121 0.085
C 1.542 -0.549 0.198 0.564 -2.490 -1.426 -0.531
S 3.098 -0.100 -0.349 -3.708 -0.682 1.561 0.656
H -0.646 -1.630 0.241 -0.910 -1.408 0.717 0.113
H -0.961 1.814 0.706 2.613 -1.884 -2.222 0.211
H 1.299 -1.647 0.630 1.053 2.495 -0.679 0.113
```
Forces are in eV/Å.

Properties
Relative energy (zero: lowest compared OMol25 entry of this formula, charge and spin), eV: 3.974
E_LUMO, eV: -1.12
Multiplicity: 1
Charge: 0
E_tot, hartree: -699.5261


- Among the records above, which one has the lowest relative energy (zero: lowest compared OMol25 entry of this formula, charge and spin)?
  C38H32FeN5O3S